No. 1
The following is a quantum chemistry calculation of C27H35BrN4P2Ru as an isolated structure, from OMol25.

The HOMO energy (spin up / spin down) is -0.4998 / -0.4846 Ha. The charge is +2. The energy relative to the best compared isomer or geometry (same formula, charge and spin) comes out at 418.3 kJ/mol. For the HOMO-LUMO gap (spin up / spin down), the calculation gives 4.96 / 3.63 eV. Its spin multiplicity is 5.

The geometry in XYZ format:
```
70
Properties=species:S:1:pos:R:3:mulliken_spin:R:1
Ru 0.6857 -1.7532 0.9909 2.943
C -0.9302 0.6497 4.5933 -0.006
C -1.4784 0.7803 3.3536 0.020
C -1.1986 1.8782 2.3586 0.024
C 0.1987 2.0502 1.5362 0.066
C 1.5953 1.7855 2.0805 0.053
C 1.8154 1.5309 3.4160 0.012
C 1.1063 2.3773 4.4625 -0.002
C -0.0114 1.6545 5.2574 0.007
C 1.2326 -1.6983 3.0185 -0.109
H -1.1309 -0.2553 5.1773 -0.001
H -1.9376 -0.0938 2.8617 -0.002
H -1.3256 2.8998 2.8335 0.001
H -1.9417 1.6583 1.5451 -0.018
H 0.0643 1.6429 0.5156 -0.020
H 0.1889 3.1382 1.3614 -0.011
H 2.3688 1.3963 1.3488 -0.033
H 2.5055 0.7391 3.8040 0.005
H 0.5701 3.2779 4.0430 0.000
H 1.9252 2.7213 5.1595 0.001
H 0.4474 1.2389 6.1748 0.001
H -0.6345 2.5173 5.5253 0.001
H 0.7771 -1.0263 3.8182 -0.008
H 2.3663 -1.6487 3.0100 0.024
H 0.7878 -2.7592 3.0891 0.019
P 1.5811 -1.2125 -0.8150 -0.244
P -2.0544 -0.3100 -0.3277 0.002
N 2.8897 -0.1606 -1.0079 -0.031
N 2.0103 -2.5855 -1.7209 0.038
N -2.1915 1.3437 -1.2449 -0.003
N -3.6424 -0.8801 -1.2714 -0.001
C 0.3227 -0.3443 -1.8392 -0.013
C -1.0293 -1.0704 -1.6485 -0.020
C 3.9442 0.0706 -0.1344 -0.027
C 4.8695 0.8986 -0.7739 0.010
C 4.3232 1.2197 -2.0602 0.002
C 3.1030 0.5560 -2.1684 0.005
C 2.2670 -3.8827 -1.2880 0.015
C 2.8271 -4.5377 -2.3747 -0.001
C 2.8381 -3.6513 -3.4752 0.009
C 2.3422 -2.4328 -3.0601 -0.007
C -2.6045 2.5565 -0.6918 0.314
C -2.5124 3.5783 -1.6446 0.141
C -2.0071 2.9871 -2.8391 0.060
C -1.8634 1.6311 -2.5606 0.337
C -4.3677 -0.3048 -2.3086 0.043
C -5.3897 -1.1792 -2.7136 0.021
C -5.2377 -2.3762 -1.9405 0.008
C -4.1296 -2.1721 -1.1120 0.053
H 0.6192 -0.4276 -2.9030 -0.007
H 0.2536 0.7329 -1.5245 0.013
H -1.6084 -0.9216 -2.5652 -0.014
H -0.8517 -2.1701 -1.4825 0.027
H 3.9889 -0.4471 0.8047 0.012
H 5.8386 1.1856 -0.4082 0.000
H 4.7109 1.8183 -2.8618 0.002
H 2.3582 0.5088 -2.9392 0.000
H 1.9957 -4.1700 -0.2639 -0.012
H 3.2149 -5.5465 -2.3499 0.000
H 3.1895 -3.8109 -4.4716 0.000
H 2.2350 -1.4622 -3.5214 0.000
H -2.9961 2.6006 0.3155 0.016
H -2.7310 4.6489 -1.4834 0.000
H -1.8152 3.4866 -3.7752 -0.001
H -1.7194 0.8170 -3.2369 0.017
H -4.1019 0.6532 -2.7356 -0.001
H -6.0969 -0.9533 -3.5051 0.001
H -5.8200 -3.2783 -2.0119 0.000
H -3.6499 -2.8660 -0.4406 -0.001
Br -1.3492 -2.8415 1.0464 0.273
```

---

No. 2
The following is a quantum chemistry calculation of C27H35ClN4P2Sn as an isolated structure, from OMol25.

The HOMO energy (spin up / spin down) is -0.2066 / -0.1651 Ha. The energy relative to the best compared isomer or geometry (same formula, charge and spin) comes out at 111.5 kJ/mol. For the HOMO-LUMO gap (spin up / spin down), the calculation gives 5.82 / 4.42 eV.

The geometry in XYZ format:
```
70
Properties=species:S:1:pos:R:3:mulliken_charge:R:1
Sn -0.5620 2.2065 -4.2538 0.769
C -1.6804 1.9179 -6.5904 -0.492
C -1.7950 0.5799 -6.4064 -0.309
C -0.9728 -0.4404 -7.1034 -1.349
C 0.5436 -0.0352 -7.0952 -1.825
C 1.0581 0.8264 -5.9939 0.083
C 1.2727 2.2196 -5.9798 -0.065
C 0.5835 3.0351 -7.0796 -0.885
C -0.8020 2.5304 -7.6402 -0.836
C 0.1887 2.4496 -1.8002 -1.328
H -2.3689 2.6046 -6.1024 0.422
H -2.6742 0.1760 -5.9029 1.097
H -1.3397 -0.5580 -8.1480 0.433
H -1.1268 -1.4185 -6.6056 0.344
H 1.0480 -1.0146 -6.9955 0.421
H 0.8275 0.3258 -8.1036 0.439
H 1.6710 0.2314 -5.3202 0.749
H 2.3536 2.5420 -5.7201 0.069
H 1.3018 2.9847 -7.9156 0.324
H 0.4466 4.0997 -6.8172 0.323
H -1.3267 3.4389 -8.0180 0.416
H -0.7250 1.8118 -8.4832 0.266
H -0.6060 2.9586 -1.2324 0.389
H 1.0455 3.1309 -1.9509 0.266
H 0.4476 1.4801 -1.3192 0.503
P 1.7969 -0.3956 -2.2745 -0.719
P -1.6847 -1.6234 -2.0228 0.262
N 3.0547 0.6095 -3.1355 0.638
N 2.8214 -1.6431 -1.7940 0.726
N -2.4478 -0.0929 -2.5031 0.339
N -3.0631 -2.4537 -1.7275 0.401
C 0.7563 -1.2254 -3.5560 0.947
C -0.4172 -2.2022 -3.1748 -1.209
C 3.3050 1.9099 -2.6858 -0.482
C 4.2788 2.4858 -3.4437 -0.820
C 4.6696 1.5308 -4.4308 -0.788
C 3.9071 0.3932 -4.2276 -0.361
C 3.6825 -1.4180 -0.6992 -0.574
C 4.2938 -2.6028 -0.4051 -0.542
C 3.8278 -3.5964 -1.3310 -0.732
C 2.9249 -2.9821 -2.1829 -0.262
C -2.4568 1.1263 -1.8202 -0.408
C -2.9277 2.1247 -2.6592 -1.019
C -3.2804 1.5057 -3.9049 -1.114
C -2.9162 0.1536 -3.8015 -0.234
C -4.1401 -2.5745 -2.6403 -0.183
C -5.2025 -3.1003 -1.9801 -0.597
C -4.8242 -3.3058 -0.6148 -0.561
C -3.5294 -2.8828 -0.4684 -0.442
H 1.4622 -1.8282 -4.1589 1.004
H 0.3038 -0.4369 -4.2015 -1.520
H -0.9526 -2.5556 -4.0917 0.373
H -0.0471 -3.1253 -2.6730 0.432
H 2.7695 2.3243 -1.8322 0.611
H 4.6729 3.4890 -3.3145 0.434
H 5.4076 1.6770 -5.1928 0.454
H 3.9081 -0.5520 -4.7493 0.504
H 3.6761 -0.4340 -0.2118 0.347
H 4.9639 -2.7649 0.4252 0.426
H 4.0719 -4.6423 -1.3363 0.444
H 2.3105 -3.3625 -2.9962 0.419
H -2.2747 1.1356 -0.7554 0.614
H -3.1456 3.1592 -2.3591 0.414
H -3.8083 1.9394 -4.7564 0.699
H -3.0814 -0.7013 -4.4316 0.558
H -4.0786 -2.2342 -3.6675 0.330
H -6.1762 -3.2888 -2.4074 0.437
H -5.4474 -3.7011 0.1597 0.444
H -2.8773 -2.8050 0.3842 0.402
Cl -0.6835 -1.2550 -0.3418 -0.313
```

---

No. 3
The following is a quantum chemistry calculation of C27H35ClN4P2Sn as an isolated structure, from OMol25.

The HOMO energy (spin up / spin down) is -0.5073 / -0.5077 Ha. The charge is +2. For the HOMO-LUMO gap (spin up / spin down), the calculation gives 4.16 / 4.84 eV.

The geometry in XYZ format:
```
70
Properties=species:S:1:pos:R:3:mulliken_charge:R:1
Sn 0.8246 -1.9408 0.7029 0.932
C 2.2077 -7.1542 -1.6935 -0.208
C 1.6007 -6.6477 -2.7647 -0.487
C 0.2084 -7.0510 -3.1819 -1.074
C -0.7804 -7.3418 -2.0309 -1.346
C -0.6498 -6.4736 -0.8068 0.067
C 0.0988 -6.7934 0.2613 -0.372
C 0.7914 -8.1359 0.2295 -1.029
C 1.7529 -8.3805 -0.9782 -1.010
C -0.0615 -0.0478 1.7240 -1.230
H 3.1804 -6.8086 -1.3131 0.311
H 2.1728 -6.1316 -3.5673 1.185
H 0.2831 -7.9681 -3.7927 0.382
H -0.2478 -6.2829 -3.8357 0.380
H -1.8126 -7.2176 -2.4110 0.472
H -0.7181 -8.4054 -1.7716 0.340
H -1.4238 -5.6943 -0.7568 0.908
H 0.1005 -6.2323 1.2022 0.457
H 0.0441 -8.9588 0.1713 0.319
H 1.3825 -8.2945 1.1430 0.366
H 2.6700 -8.8234 -0.5513 0.428
H 1.3625 -9.1563 -1.6494 0.353
H 0.8914 0.5087 1.8082 0.520
H -0.4424 -0.3232 2.7140 0.418
H -0.8053 0.5910 1.2111 0.361
P -1.8151 -2.4453 0.2221 -0.298
P 0.5746 -1.5677 -2.2072 -0.033
N -2.0291 -3.4231 1.7141 0.844
N -3.3415 -1.6660 0.0120 0.678
N 2.0861 -2.4186 -2.0372 0.299
N 1.1652 -0.8265 -3.6569 0.466
C -1.6080 -3.3417 -1.3328 0.416
C -0.8088 -2.7044 -2.5261 -0.870
C -1.2338 -3.1915 2.8569 -0.417
C -1.5820 -4.0921 3.8440 -0.735
C -2.6700 -4.8715 3.3458 -0.758
C -2.9203 -4.4483 2.0382 -0.349
C -3.8152 -0.6815 0.8957 -0.564
C -4.9830 -0.1362 0.3756 -0.674
C -5.2451 -0.7899 -0.8641 -0.654
C -4.2350 -1.7143 -1.0692 -0.313
C 2.9427 -2.1379 -0.9199 -0.984
C 3.6418 -3.3200 -0.6428 -0.987
C 3.2660 -4.2862 -1.6027 -0.704
C 2.2536 -3.7556 -2.3840 -0.194
C 1.8417 -1.4488 -4.7300 -0.248
C 2.1666 -0.4846 -5.6786 -0.574
C 1.6826 0.7710 -5.1897 -0.612
C 1.0988 0.5397 -3.9556 -0.414
H -2.5931 -3.6908 -1.6885 1.265
H -1.0843 -4.2447 -1.0307 -1.732
H -0.4859 -3.5252 -3.1890 0.672
H -1.5319 -2.1031 -3.1057 0.372
H -0.4986 -2.3935 2.9116 0.244
H -1.0953 -4.1441 4.8029 0.494
H -3.1833 -5.6324 3.9235 0.469
H -3.6667 -4.7971 1.3355 0.501
H -3.2717 -0.4668 1.7964 0.468
H -5.5638 0.6434 0.8276 0.479
H -6.0666 -0.5858 -1.5283 0.471
H -4.0727 -2.3908 -1.8911 0.450
H 3.1509 -1.1215 -0.6477 0.842
H 4.2910 -3.5153 0.1982 0.521
H 3.7188 -5.2572 -1.6941 0.871
H 1.6327 -4.2190 -3.1415 0.392
H 2.0282 -2.5151 -4.7562 0.366
H 2.6755 -0.6443 -6.6185 0.466
H 1.7281 1.7185 -5.7060 0.452
H 0.6248 1.2004 -3.2504 0.401
Cl -0.7221 0.0647 -1.4035 -0.228
```

---

No. 4
The following is a quantum chemistry calculation of C27H35CsN2O7P3S as an isolated structure, from OMol25.

The HOMO energy is -0.0938 Ha. The charge is -1. The energy relative to the best compared isomer or geometry (same formula, charge and spin) comes out at 99.2 kJ/mol. For the HOMO-LUMO gap, the calculation gives 4.51 eV.

The geometry in XYZ format:
```
76
Properties=species:S:1:pos:R:3:mulliken_charge:R:1
Cs 1.2445 -0.4366 -0.6164 2.077
C -4.0109 1.7303 1.3978 -1.295
C -4.2209 2.1897 -0.0147 0.673
C -5.2380 3.1017 -0.2769 -0.726
C -5.4912 3.5544 -1.5618 -0.666
C -4.7092 3.0887 -2.6076 -0.775
C -3.7009 2.1755 -2.3567 -0.173
C -3.4474 1.7077 -1.0738 -0.029
P -2.0531 0.5748 -0.6781 0.721
C -2.9089 -0.9713 -0.1411 0.736
C -2.3860 -1.5495 1.0169 -1.087
C -2.9495 -2.6850 1.5787 -0.629
C -4.0623 -3.2481 0.9891 -0.721
C -4.5870 -2.7016 -0.1690 -0.799
C -4.0269 -1.5787 -0.7607 1.281
C -4.5806 -1.1221 -2.0731 -1.485
C -1.1789 0.3307 -2.2715 -0.610
C -0.5300 1.5246 -2.6352 0.094
C 0.3815 1.6281 -3.6640 -1.082
C 0.6632 0.4417 -4.3842 -0.511
C 0.0853 -0.7441 -4.0554 -0.939
C -0.8498 -0.9181 -2.9475 1.263
C -1.2572 -2.1880 -2.6089 -1.394
H -4.5911 2.3492 2.0831 0.453
H -2.9579 1.7682 1.6852 0.083
H -4.3236 0.6925 1.5296 0.217
H -5.8345 3.4611 0.5523 0.350
H -6.2831 4.2686 -1.7408 0.367
H -4.8830 3.4303 -3.6187 0.424
H -3.0866 1.8093 -3.1696 0.319
H -1.5004 -1.1227 1.4762 0.611
H -2.5122 -3.1245 2.4633 0.458
H -4.5161 -4.1355 1.4146 0.313
H -5.4341 -3.1711 -0.6499 0.396
H -5.2105 -1.9054 -2.5002 0.487
H -3.7741 -0.9190 -2.7724 0.160
H -5.1745 -0.2197 -1.9760 0.247
H -0.7584 2.4218 -2.0596 0.306
H 0.8315 2.5785 -3.9178 0.386
H 1.3603 0.4787 -5.2164 0.356
H 0.3378 -1.6374 -4.6151 0.296
H -0.9176 -3.0108 -3.2208 0.204
H -1.9331 -2.4000 -1.8038 0.213
C 2.5959 2.3297 3.8290 -1.964
C 2.8513 1.2431 2.7937 1.631
O 4.0097 0.5187 3.1745 -0.671
P 3.1359 1.9428 1.1252 0.257
O 4.2715 3.0485 1.1913 -0.577
O 1.8208 2.7793 0.8141 -0.591
O 3.4458 0.8459 0.1853 -0.576
P 1.4428 0.0362 2.6204 0.390
O 0.7554 -0.1494 4.0590 -0.571
O 0.4476 0.7135 1.6997 -0.657
O 2.0992 -1.2488 2.2370 -0.660
H 3.4865 2.9478 3.9514 0.448
H 2.3668 1.8734 4.7907 0.417
H 1.7661 2.9706 3.5401 0.346
H 3.8384 -0.3747 2.8114 0.044
H 3.9707 3.8955 1.5265 0.331
H 1.0549 2.1723 1.0019 0.342
H -0.0167 0.4138 4.1367 0.340
C 5.6634 -1.2438 -1.0405 -0.885
N 5.4088 -2.0518 0.1243 0.194
C 5.8378 -1.5950 1.4282 -0.436
C 5.1974 -2.6371 2.3677 -0.590
N 4.2625 -3.3334 1.5103 -0.142
C 4.3770 -2.9061 0.2215 -0.009
S 3.3663 -3.3816 -1.0179 -0.344
H 5.1305 -0.2939 -0.9580 0.256
H 5.3091 -1.7768 -1.9185 0.370
H 6.7342 -1.0641 -1.1306 0.256
H 5.4757 -0.5726 1.5974 0.155
H 6.9285 -1.5960 1.5013 0.327
H 4.6786 -2.1917 3.2196 0.336
H 5.9498 -3.3292 2.7652 0.331
H 3.3133 -3.5018 1.8129 0.332
```

---

The evaluated calculated total energy for the records listed, in turn: -125704.8894 -71449.0081 -71436.6861 -85138.0978 eV.
The evaluated maximum force for the records listed, in turn: 5.63 5.13 2.30 2.14 eV/A.